This record from the OMol25 dataset describes a 15-piece molecular cluster, C60H112O34S11 overall at a distorted geometry. The level of theory is ωB97M-V/def2-TZVPD.

Structure (XYZ):
```
217
Properties=species:S:1:pos:R:3:forces:R:3:mulliken_charge:R:1
S -14.2298 -27.9741 1.1431 -2.104 0.619 1.175 1.234
S -3.5298 -29.7475 3.2557 2.713 1.308 -0.495 1.601
S -12.6985 -30.0863 8.8546 -1.391 -0.716 -2.888 1.141
S -10.2963 -34.5017 4.3692 0.042 -1.311 -1.284 1.237
S -5.7186 -20.2230 3.5124 -0.510 1.209 -1.049 1.183
S -9.5831 -23.7341 6.2634 1.207 -2.340 1.345 1.774
S -13.1148 -25.6113 4.8409 -1.049 -0.905 -1.021 1.451
S -3.3879 -23.9989 5.5277 0.017 -0.253 1.218 1.101
S -7.8585 -27.3987 -1.6486 -0.674 0.677 -1.004 1.346
S -8.1167 -23.5629 -3.9578 -0.301 -1.009 0.535 1.112
S -7.0731 -28.6795 6.4812 1.609 0.938 -0.426 1.189
O -10.1645 -32.1211 1.0512 -0.781 -0.815 1.155 -0.150
O -6.5174 -21.4023 3.6059 -0.370 -1.636 0.847 -0.507
O -10.5518 -24.7035 1.4461 0.006 0.760 -0.290 1.458
O -13.7843 -30.8270 8.1964 0.545 0.649 0.625 -0.627
O -10.3795 -35.5192 5.3567 -0.263 -0.709 1.551 -0.785
O -4.4853 -23.8894 6.4518 -0.848 -0.235 0.191 -0.571
O -11.1313 -30.8697 -0.4930 0.544 -0.093 0.259 -0.387
O -15.1756 -27.2738 2.0338 1.108 -0.858 -0.894 -0.804
O -14.0068 -29.7088 4.3793 -1.191 0.677 -0.204 -0.361
O -7.8654 -27.1643 2.4060 0.406 -0.024 0.268 0.281
O -8.7715 -27.4026 -0.5201 0.176 -0.195 -0.396 -1.084
O -11.1900 -34.6175 3.2510 -0.519 0.386 -0.538 -0.658
O -8.1127 -22.3286 -4.6921 -0.181 0.371 -0.115 -0.700
O -6.9585 -23.9246 -3.1879 0.507 0.025 0.300 -0.616
O -14.4396 -29.4029 0.9526 0.230 0.055 0.409 -0.694
O -7.5895 -29.6613 7.3637 -0.919 -1.489 1.180 -0.889
O -7.3478 -28.8311 5.0717 0.052 0.025 -0.385 0.079
O -12.5556 -26.8909 5.1272 0.338 -1.415 0.695 -0.579
O -8.8182 -26.2146 4.1613 -0.181 -0.214 0.112 0.368
O -12.7536 -29.8309 10.2441 -0.045 0.402 1.673 -0.756
O -9.6868 -24.9876 7.0043 -0.179 0.449 -0.107 -0.914
O -13.1177 -31.6799 3.9718 -0.635 -0.492 -0.515 -0.594
O -10.5291 -23.5485 5.2197 -0.960 0.864 -0.976 -0.395
O -12.1937 -24.6813 -0.1588 1.430 1.036 2.204 -0.546
O -2.5301 -22.8571 5.5119 1.267 0.775 -0.333 -0.704
O -11.6201 -22.8098 0.9803 -0.092 0.179 0.739 -0.486
O -8.9061 -30.9764 -0.4092 -1.682 -0.581 1.266 -0.572
O -11.8323 -29.8521 3.9674 -0.065 -0.306 -0.311 1.856
O -12.6002 -24.9774 3.6833 0.769 1.507 -1.497 -0.904
O -5.8835 -19.5313 2.2571 0.595 0.473 0.318 -0.831
O -8.3579 -26.8773 -2.9228 0.487 -0.592 1.084 -0.715
O -3.2947 -28.6159 2.3916 -0.812 0.388 -0.207 -0.696
O -2.9259 -29.6572 4.5598 -0.436 -0.067 0.880 -0.805
O -6.6105 -25.9069 3.7902 -2.269 -1.622 -0.441 -0.487
C -2.4990 -25.4927 5.8282 0.497 0.242 0.357 -0.516
C -12.9174 -30.3656 4.0596 1.148 0.310 0.574 -0.388
C -12.5636 -27.5928 1.5359 0.381 0.017 0.389 1.399
C -3.3887 -25.8036 3.6383 -1.081 -0.526 -0.843 0.104
C -11.2295 -30.9415 8.3732 -0.455 0.043 0.578 -1.502
C -9.1792 -29.0622 2.1341 -0.737 -0.123 0.918 0.454
C -7.6818 -26.4721 3.4875 2.558 3.393 1.157 -0.999
C -6.2179 -26.3436 7.1645 1.850 0.548 0.399 0.929
C -9.2205 -27.5843 2.4047 -1.663 -0.934 -2.360 0.953
C -7.4664 -27.0706 7.0577 -2.687 -0.574 -0.243 0.491
C -8.4135 -21.5251 7.0494 -0.892 1.528 0.357 -0.648
C -13.0683 -24.6834 6.2989 -0.787 -0.329 0.522 -0.655
C -7.1410 -29.0245 -1.8377 0.560 0.372 -1.179 -1.264
C -3.8689 -24.4087 3.9106 -0.066 1.330 -0.669 -0.286
C -14.9070 -25.7771 4.6503 0.635 -1.577 1.163 -0.612
C -2.8396 -31.1259 2.4249 -0.319 -1.109 0.807 -0.881
C -9.8092 -23.6497 2.1943 -0.467 -0.179 0.138 1.808
C -13.3083 -31.8499 -0.6279 0.730 -0.736 0.342 -1.965
C -11.7970 -27.8257 0.2375 -0.236 0.623 -0.662 1.249
C -5.2847 -28.5139 6.8267 -0.445 -0.711 0.491 -0.525
C -5.1699 -30.2768 3.3207 -1.491 0.387 1.628 0.898
C -6.3802 -26.6475 -1.0720 -0.125 0.003 0.900 -0.708
C -11.0451 -28.8155 7.1010 -1.212 -0.739 0.940 0.870
C -5.2646 -31.4700 2.4294 -0.131 -0.149 -0.429 0.320
C -9.5471 -22.4428 7.4348 -1.139 0.745 1.238 -1.477
C -11.6139 -32.3773 1.2051 1.833 0.661 -0.276 0.296
C -14.6237 -32.8758 5.4557 0.793 0.600 -0.441 -1.352
C -15.4525 -25.1465 5.9127 -0.161 1.546 -0.471 -0.870
C -14.5193 -31.9861 4.1802 -0.778 0.071 0.997 0.069
C -10.2930 -32.9243 5.0193 -1.293 2.569 1.041 0.593
C -6.3771 -29.2150 -0.5395 0.189 0.810 -0.449 0.474
C -12.4396 -28.5816 7.8761 1.569 -0.411 -1.201 -0.356
C -8.5909 -24.8666 -5.0662 -0.450 -0.498 -0.845 -0.761
C -9.0094 -32.2098 4.5466 -1.828 0.038 0.359 1.553
C -10.9077 -22.5408 2.2219 1.044 -0.373 -0.159 -0.387
C -12.7776 -27.7417 -0.9517 -1.026 0.199 0.309 -0.945
C -5.7542 -27.8257 -0.2526 0.675 1.036 0.528 0.165
C -9.5904 -23.6969 -2.9438 0.425 1.289 0.100 0.257
C -3.9307 -32.2023 2.5502 0.605 -0.136 -1.344 -0.977
C -2.1293 -26.0305 4.4536 -0.515 0.602 -0.043 -0.576
C -4.0005 -20.5334 3.8977 0.535 -0.348 -0.352 -0.299
C -14.3534 -25.1850 6.9777 0.245 -0.644 -0.257 -0.418
C -15.1541 -30.5476 4.2131 0.392 -1.697 1.033 -0.462
C -3.9393 -20.3021 5.3784 0.210 -1.021 1.263 0.027
C -7.9224 -23.5323 5.7414 0.837 0.823 -0.678 1.416
C -6.0857 -19.1359 4.9262 1.938 -0.123 -0.620 -0.313
C -14.1394 -27.2366 -0.4232 -0.357 0.078 -1.135 -0.986
C -8.4852 -23.2717 1.4994 -0.501 -0.808 -0.368 -1.144
C -7.9848 -33.2789 4.6247 1.251 -2.512 -1.068 -0.914
C -12.2019 -31.3521 0.2841 -2.197 0.451 0.207 2.923
C -10.1054 -25.1761 -4.8332 0.406 1.420 -0.028 -0.523
C -7.3136 -22.4434 6.6933 2.789 -1.392 -1.004 1.371
C -11.5301 -24.1195 0.7197 -0.460 -0.960 -1.995 -0.202
C -4.6851 -19.0318 5.6357 -1.495 0.707 0.813 -1.016
C -10.8376 -30.3516 7.0670 -0.013 0.401 -1.141 1.925
C -10.6948 -24.0314 -3.9104 0.091 -1.417 -0.382 -0.774
C -8.6520 -34.4682 3.8034 1.045 1.885 -0.038 -0.917
C -9.9937 -31.2878 0.0786 2.877 0.999 -3.304 0.215
C -9.8407 -27.1482 3.6993 1.055 -1.017 1.046 0.946
C -5.2130 -27.3610 7.8092 -0.437 0.810 -0.412 -1.320
H -9.3668 -24.4291 -2.1612 -0.288 -0.030 -0.278 -0.629
H -7.7940 -24.1012 1.4354 0.072 -0.674 0.585 -0.005
H -3.8910 -32.7612 3.4664 0.117 -0.107 0.604 0.306
H -10.1444 -26.1379 -4.3567 -0.340 -0.333 0.226 0.119
H -15.6171 -33.1193 5.8282 -0.188 0.342 -0.356 0.435
H -10.5053 -21.5059 2.2357 -0.292 -0.729 -0.333 0.395
H -7.4756 -24.5376 5.6078 0.043 0.833 0.365 -1.667
H -5.5717 -29.9519 -0.5761 -0.287 -0.078 -0.264 0.849
H -9.6741 -24.1026 3.1958 0.065 0.527 -0.663 -1.646
H -12.9176 -32.6857 -1.1854 0.261 -0.442 -0.389 0.539
H -1.6506 -25.2050 6.4294 0.302 -0.081 0.337 0.632
H -8.1657 -26.6335 6.3670 -0.265 0.152 -0.428 -0.974
H -11.0666 -28.3488 6.1221 -0.216 -0.187 -0.030 -0.847
H -10.3443 -32.9903 6.1002 0.251 -0.250 0.276 0.586
H -3.3894 -19.7883 3.3909 -0.171 0.083 -0.269 0.377
H -11.2185 -32.3831 4.7378 0.620 -0.490 -0.087 -1.054
H -15.2280 -25.4688 3.6656 -0.074 0.307 0.056 0.608
H -3.1634 -26.1382 6.3995 0.036 -0.151 -0.164 -0.293
H -7.0452 -29.4599 0.2584 -0.428 -0.347 0.326 -0.800
H -6.4308 -22.0022 6.1339 -1.218 -0.259 0.668 -1.356
H -5.9316 -26.0721 6.1253 0.377 -0.080 0.708 -0.850
H -12.4220 -27.7086 8.5069 0.028 0.183 0.331 0.599
H -8.2714 -35.4525 3.8597 0.695 -0.904 0.392 0.686
H -6.4870 -18.2539 4.4585 0.026 0.557 0.095 0.537
H -5.5829 -27.7933 8.7521 -0.096 0.643 -0.035 0.450
H -4.9147 -24.1657 3.9243 -0.777 -0.518 -0.520 -0.333
H -5.5037 -31.0582 1.4526 0.318 -0.516 -0.492 -0.185
H -8.6867 -20.8908 6.2110 -0.252 -0.175 -0.540 0.271
H -11.0255 -27.0760 0.0774 -0.039 -0.153 0.261 -0.375
H -8.8695 -29.3239 1.1450 0.454 0.238 -0.407 -0.473
H -8.4041 -24.4279 -6.0380 -0.110 0.068 -0.344 0.571
H -3.7702 -32.9108 1.7323 -0.257 -0.092 0.163 0.461
H -14.0586 -32.4004 6.2611 -0.240 0.199 0.071 0.195
H -5.8567 -27.5896 0.8185 0.348 -0.136 -0.416 -0.505
H -10.4933 -30.7148 9.1157 0.577 -0.077 0.589 0.492
H -6.9742 -32.9924 4.2689 -0.665 -0.268 -0.070 0.038
H -7.9754 -25.7712 -4.9941 -0.088 0.479 0.425 0.274
H -12.2902 -28.2114 2.3800 0.226 -0.285 0.216 -0.362
H -14.1095 -32.2720 -0.0269 -0.372 0.420 -0.033 0.287
H -4.3944 -21.1361 5.9411 -0.099 0.217 -0.392 -0.123
H -14.1142 -33.8188 5.2763 0.023 -0.160 -0.267 0.347
H -6.3430 -25.4259 7.7241 0.122 0.195 0.134 0.304
H -6.4417 -28.9623 -2.7204 -0.721 0.049 0.771 0.426
H -8.0452 -27.2106 7.9635 0.208 0.011 0.473 0.610
H -12.6118 -30.5460 0.8861 0.143 0.308 -0.073 -1.225
H -7.8143 -33.7737 5.5906 -0.259 0.944 0.355 0.395
H -9.8311 -27.9897 4.4090 -0.136 0.266 -0.066 -0.238
H -11.0080 -23.1807 -4.5199 0.296 0.056 0.137 0.385
H -4.2000 -26.4527 3.9124 -0.291 -0.602 0.639 -0.624
H -5.3545 -30.5171 4.3753 0.073 -0.083 -0.148 -0.023
H -13.6175 -31.1155 -1.3564 -0.364 0.352 0.209 0.308
H -12.1543 -24.9063 6.8297 0.214 0.015 0.035 0.000
H -6.8459 -22.9028 7.5675 -0.236 -0.062 0.113 0.396
H -15.6466 -24.1081 5.6143 -0.156 0.116 0.582 0.305
H -14.9383 -32.4829 3.3108 0.409 -0.318 -0.159 0.415
H -5.0285 -29.4357 7.3390 0.287 -0.320 -0.457 0.778
H -11.5639 -22.7027 3.0766 -0.109 0.007 -0.184 0.170
H -1.8606 -31.3289 2.8910 -0.478 -0.028 -0.378 0.450
H -16.3894 -25.5680 6.2489 -0.146 -0.220 0.031 0.440
H -11.7826 -33.3753 0.9399 -0.237 -1.531 -0.552 0.460
H -7.9865 -29.6382 -2.1006 -0.047 -0.686 0.265 0.587
H -15.6521 -30.3752 3.2692 -0.077 0.566 -0.079 0.221
H -11.5702 -24.3612 -3.3487 -0.020 -0.138 -0.144 0.264
H -14.5474 -24.5671 7.8190 -0.477 0.527 0.773 0.587
H -10.5416 -22.0084 7.4453 -0.121 0.316 -0.034 0.563
H -9.7372 -27.0674 1.5914 0.465 -0.007 0.033 -0.313
H -12.9026 -28.7438 -1.3818 -0.054 0.343 -0.085 0.384
H -15.0517 -26.8569 4.7596 0.092 0.013 -0.516 -0.111
H -7.9063 -23.0232 4.7693 -0.277 -0.400 -0.089 -0.559
H -13.2184 -28.4861 7.1172 -0.106 -0.222 0.276 -0.159
H -8.6066 -23.0925 0.4213 -0.353 0.787 0.367 0.446
H -8.7062 -34.1825 2.7822 0.003 0.265 -1.114 0.278
H -6.8295 -19.5975 5.5342 -0.429 -0.479 0.421 -0.213
H -10.6264 -25.1723 -5.7918 -0.018 -0.262 0.132 0.451
H -11.4800 -30.7168 6.2655 0.138 -0.296 0.030 -1.285
H -2.7782 -30.8420 1.3954 0.389 0.191 -0.602 0.355
H -8.8225 -31.3599 5.1728 0.217 0.477 0.290 -0.466
H -10.8541 -26.7508 3.6595 0.552 0.451 -0.131 -0.378
H -9.8087 -30.6805 6.9060 -0.064 0.489 -0.436 -0.232
H -9.2847 -31.8327 3.5513 0.860 -0.204 -0.069 -0.675
H -4.2282 -26.9100 8.0243 -0.332 -0.474 -0.400 0.431
H -5.8457 -29.4562 3.0962 0.001 0.123 -0.209 -0.679
H -5.7432 -26.3614 -1.8999 -0.130 0.169 -0.204 0.525
H -2.0124 -27.1204 4.5836 1.044 0.581 -0.678 0.263
H -13.1425 -23.6551 5.9951 0.011 0.621 0.159 0.526
H -11.4776 -32.0008 8.3462 0.080 -0.001 0.106 0.476
H -10.2387 -28.3831 7.6456 0.591 0.524 0.656 0.356
H -9.7313 -22.7002 -2.5276 0.052 -0.026 0.346 0.644
H -4.8136 -18.9359 6.7223 -0.135 0.218 -0.266 0.423
H -3.3836 -23.6394 3.3186 0.211 -0.056 -0.376 0.665
H -14.1684 -26.1622 -0.1975 0.185 -0.171 -0.416 0.333
H -9.3970 -22.8890 8.4323 0.135 0.000 -0.496 0.407
H -2.9623 -20.2352 5.8665 0.196 -0.087 -0.754 0.545
H -8.2384 -20.7594 7.8278 0.341 -0.719 0.011 0.555
H -6.0748 -32.1259 2.7041 -0.366 -0.042 0.046 -0.100
H -11.7919 -32.2677 2.2383 -0.562 0.269 0.953 -0.699
H -4.1033 -18.1716 5.3130 -0.148 0.136 -0.268 0.315
H -7.9405 -22.5015 2.0464 -0.316 0.280 -0.238 0.130
H -10.1608 -29.4969 2.2675 -0.443 -0.048 0.135 -0.077
H -12.5547 -26.5532 1.8924 -0.037 -0.191 -0.319 -1.105
H -12.4377 -27.0477 -1.6957 0.297 0.167 -0.459 0.342
H -14.9940 -27.5382 -1.0677 0.456 0.235 0.612 0.528
H -8.5588 -29.5057 2.9067 0.295 -0.287 0.015 -0.694
H -11.3834 -28.8035 0.1170 0.655 -0.346 0.673 -0.176
H -3.3152 -26.0633 2.5788 0.426 0.465 0.054 0.708
H -4.7011 -27.8140 -0.5514 -0.055 -0.179 0.470 0.556
H -14.2403 -26.2228 7.3509 0.159 0.496 -0.224 -0.015
H -3.7222 -21.5267 3.5224 -0.195 0.305 0.271 -0.152
H -6.6575 -25.7568 -0.4558 0.275 -0.763 -0.549 0.076
H -4.7952 -28.3810 5.8852 0.587 0.101 -0.456 -0.269
H -1.3679 -25.3239 3.9862 -0.143 -1.677 0.704 0.329
H -15.8100 -30.4728 5.0918 0.179 0.377 -0.420 0.419
```
Positions in Å, forces in eV/Å.

Results
E_LUMO = 0.1 eV
Molar mass = 1730.3 g mol⁻¹
ΔE to the lowest compared entry with this formula, charge and spin = 0.0 kcal per mole
Highest occupied orbital energy = -9.77 eV
Strongest force on any atom = 4.49 eV/Å
Net charge = 0
Kohn-Sham gap = 9.825 eV